[1]
This record from the Open Molecules 2025 dataset describes a molecular structure, C4H11ClNO3PtRu at a distorted geometry. The level of theory is ωB97M-V with the def2-TZVPD basis set.

Each line ends with the Mulliken spin population.
Atoms and positions in Å:
Ru (0.142, 0.283, -1.709)  4.002
Cl (-0.724, 2.204, -0.928)  0.457
C (-1.289, -0.300, -3.025)  0.165
C (1.865, 1.026, -2.476)  0.197
H (-0.962, -0.603, -4.031)  0.043
H (-1.872, -1.139, -2.609)  0.053
H (-1.997, 0.538, -3.143)  0.021
H (2.162, 0.684, -3.480)  0.042
H (2.707, 0.800, -1.799)  0.049
H (1.780, 2.125, -2.509)  0.020
Pt (-0.316, -0.668, 1.234)  1.997
C (0.895, 0.238, 2.622)  0.538
C (0.586, -1.247, -0.423)  0.833
H (1.884, -0.252, 2.522)  -0.001
H (1.035, 1.320, 2.401)  0.001
H (0.405, 0.059, 3.596)  0.040
H (1.679, -1.420, -0.356)  0.079
H (0.149, -2.189, -0.764)  0.031
O (-1.823, -1.525, 4.250)  0.012
N (-2.033, -0.382, 3.857)  -0.008
O (-2.355, 0.650, 4.410)  0.044
O (-1.918, -0.202, 2.361)  0.383

Calculated values
E_HOMO (spin up / spin down) ... -6.82 / -10.50 eV
Multiplicity ... 10
Net charge ... 0
Frontier orbital gap (spin up / spin down) ... 6.2 / 5.7 eV

[2]
This record from the Open Molecules 2025 dataset describes C25H26FN7O5S2 in the gas phase at a distorted geometry. The level of theory is ωB97M-V with the def2-TZVPD basis set.

Each line ends with the natural charge from an NBO analysis.
Atoms and positions in Å:
O (-3.721, 5.492, 0.040)  -0.565
C (-3.148, 4.443, -0.097)  0.635
N (-1.742, 4.435, -0.294)  -0.596
C (-0.945, 3.350, -0.467)  0.510
C (0.528, 3.594, -0.637)  -0.256
C (1.323, 2.889, 0.471)  -0.403
C (2.813, 3.185, 0.288)  -0.231
N (3.281, 2.839, -1.029)  -0.680
S (4.081, 1.407, -1.246)  2.338
O (4.887, 1.201, -0.081)  -0.936
O (4.695, 1.464, -2.537)  -0.933
C (2.847, 0.093, -1.294)  -0.316
C (2.336, -0.305, -2.516)  -0.197
C (1.423, -1.347, -2.559)  -0.177
C (1.047, -1.964, -1.381)  -0.320
S (-0.138, -3.308, -1.455)  2.330
O (-1.401, -2.789, -1.007)  -0.945
O (-0.058, -3.913, -2.749)  -0.930
N (0.462, -4.376, -0.342)  -0.876
C (-0.135, -4.452, 0.960)  -0.087
C (-0.198, -5.749, 1.698)  -0.423
C (0.741, -4.669, 2.158)  -0.438
C (1.556, -1.567, -0.158)  -0.134
C (2.470, -0.526, -0.116)  -0.214
C (2.519, 3.373, -2.129)  -0.228
C (1.022, 3.081, -1.996)  -0.413
N (-1.386, 2.133, -0.479)  -0.535
C (-2.724, 2.029, -0.290)  0.309
C (-3.629, 3.087, -0.100)  -0.078
N (-4.860, 2.545, 0.054)  -0.190
N (-4.762, 1.283, -0.028)  -0.032
N (-3.488, 0.921, -0.239)  -0.172
C (-3.111, -0.464, -0.341)  -0.244
C (-2.504, -0.963, 0.945)  -0.050
C (-1.254, -0.502, 1.337)  -0.138
C (-0.679, -0.941, 2.516)  -0.309
C (-1.374, -1.850, 3.293)  0.395
F (-0.809, -2.299, 4.436)  -0.329
C (-2.620, -2.322, 2.928)  -0.290
C (-3.184, -1.866, 1.749)  -0.170
H (-1.326, 5.360, -0.297)  0.423
H (0.719, 4.671, -0.576)  0.200
H (1.138, 1.816, 0.407)  0.217
H (1.000, 3.238, 1.452)  0.221
H (3.423, 2.621, 0.993)  0.245
H (2.997, 4.254, 0.447)  0.198
H (2.683, 0.184, -3.412)  0.248
H (1.012, -1.707, -3.489)  0.249
H (0.739, -5.251, -0.755)  0.423
H (-0.970, -3.767, 1.031)  0.247
H (0.230, -6.621, 1.228)  0.214
H (-1.075, -5.959, 2.291)  0.226
H (1.795, -4.818, 1.985)  0.220
H (0.515, -4.142, 3.072)  0.227
H (1.248, -2.082, 0.737)  0.233
H (2.923, -0.205, 0.810)  0.244
H (2.933, 2.938, -3.038)  0.243
H (2.678, 4.457, -2.161)  0.199
H (0.830, 2.009, -2.059)  0.225
H (0.483, 3.576, -2.806)  0.222
H (-4.017, -1.023, -0.577)  0.242
H (-2.387, -0.583, -1.151)  0.244
H (-0.733, 0.206, 0.711)  0.225
H (0.289, -0.589, 2.839)  0.227
H (-3.133, -3.029, 3.561)  0.234
H (-4.158, -2.222, 1.451)  0.222

Calculated values
E_HOMO ... -9.29 eV
SMILES ... O=c1[nH]c(C2CCN(S(=O)(=O)c3ccc(S(=O)(=O)NC4CC4)cc3)CC2)nc2c1nnn2Cc1ccc(F)cc1
Multiplicity ... 1
Energy relative to the best compared isomer or geometry (same formula, charge and spin) ... 0.0 kJ/mol
Net charge ... 0
Frontier orbital gap ... 9.1 eV

[3]
This record from the Open Molecules 2025 dataset describes a molecular structure, C55H40Cl2N8O2SZr at a distorted geometry. The level of theory is ωB97M-V with the def2-TZVPD basis set.

Each line ends with the Mulliken charge.
Atoms and positions in Å:
Zr (-0.216, -0.066, 0.389)  -1.695
C (5.346, -5.112, -2.273)  -0.424
C (4.176, -4.841, -2.971)  -0.909
C (3.261, -3.924, -2.470)  0.229
C (3.506, -3.266, -1.267)  -0.044
C (4.680, -3.546, -0.570)  -0.090
C (5.596, -4.463, -1.070)  -0.862
C (2.530, -2.282, -0.718)  0.983
C (1.798, -2.665, 0.411)  0.455
C (1.839, -3.953, 1.024)  -1.277
C (0.818, -4.004, 1.928)  -1.823
C (0.172, -2.732, 1.902)  -0.282
C (-0.834, -2.287, 2.803)  0.932
C (-1.926, -3.177, 3.246)  1.013
C (-2.960, -2.708, 4.068)  -0.300
C (-4.024, -3.519, 4.424)  -1.224
C (-4.112, -4.817, 3.944)  -0.453
C (-3.134, -5.282, 3.077)  -1.292
C (-2.068, -4.472, 2.725)  -0.148
C (-0.689, -0.973, 3.298)  -0.007
N (-0.104, 0.039, 2.583)  0.919
C (0.056, 1.097, 3.437)  0.241
C (0.479, 2.375, 3.061)  1.293
C (0.581, 3.412, 4.133)  -0.533
C (1.786, 3.607, 4.801)  0.189
C (1.887, 4.561, 5.806)  -0.795
C (0.782, 5.329, 6.151)  -0.367
C (-0.423, 5.139, 5.487)  -0.961
C (-0.521, 4.185, 4.483)  0.286
C (0.736, 2.759, 1.754)  0.162
C (0.997, 4.116, 1.343)  -1.712
C (1.074, 4.119, -0.003)  -1.144
C (0.947, 2.750, -0.433)  0.684
N (0.713, 1.941, 0.651)  0.830
C (1.252, 2.272, -1.708)  0.608
C (1.648, 0.941, -1.900)  0.496
C (2.494, 0.508, -2.979)  -1.756
C (2.969, -0.714, -2.637)  -1.501
C (2.355, -1.077, -1.388)  0.387
N (1.551, -0.049, -0.957)  0.625
C (1.339, 3.203, -2.867)  -0.456
C (2.292, 4.221, -2.927)  -0.084
C (2.346, 5.071, -4.022)  -0.894
C (1.449, 4.918, -5.070)  -0.504
C (0.508, 3.897, -5.027)  -0.981
C (0.462, 3.038, -3.938)  0.275
C (-0.377, 0.715, 4.747)  -1.346
C (-0.874, -0.548, 4.654)  -1.686
N (0.802, -1.922, 0.997)  0.848
H (6.059, -5.827, -2.665)  0.388
H (3.976, -5.345, -3.910)  0.405
H (2.342, -3.712, -3.009)  0.457
H (4.877, -3.033, 0.367)  0.475
H (6.508, -4.667, -0.521)  0.400
H (2.559, -4.726, 0.806)  0.646
H (0.590, -4.811, 2.608)  0.856
H (-2.967, -1.680, 4.395)  0.569
H (-4.808, -3.119, 5.057)  0.393
H (-4.953, -5.446, 4.210)  0.386
H (-3.212, -6.274, 2.651)  0.412
H (-1.350, -4.847, 2.011)  0.532
H (2.647, 3.007, 4.527)  0.466
H (2.831, 4.704, 6.319)  0.380
H (0.861, 6.074, 6.934)  0.372
H (-1.288, 5.736, 5.749)  0.401
H (-1.462, 4.044, 3.961)  0.447
H (1.071, 4.962, 2.010)  0.548
H (1.210, 4.967, -0.655)  0.709
H (2.729, 1.094, -3.856)  0.622
H (3.683, -1.318, -3.175)  0.612
H (3.006, 4.326, -2.119)  0.596
H (3.093, 5.856, -4.056)  0.406
H (1.487, 5.587, -5.922)  0.393
H (-0.201, 3.773, -5.837)  0.451
H (-0.282, 2.250, -3.904)  0.452
H (-0.304, 1.334, 5.628)  0.585
H (-1.232, -1.165, 5.461)  0.809
Cl (-1.709, 0.891, -1.654)  0.684
C (-2.604, 1.980, -2.723)  -0.303
C (-3.097, 1.373, -3.863)  -0.543
C (-3.730, 2.151, -4.814)  -0.637
C (-3.825, 3.520, -4.609)  -0.703
C (-3.340, 4.094, -3.447)  0.369
Cl (-3.475, 5.813, -3.284)  -0.228
C (-2.745, 3.343, -2.401)  0.331
S (-2.252, 4.031, -0.902)  -0.337
H (-2.975, 0.305, -3.999)  0.447
H (-4.143, 1.696, -5.705)  0.386
H (-4.279, 4.156, -5.358)  0.428
N (-2.030, 1.623, 1.162)  0.125
N (-3.198, 0.853, 1.184)  -0.425
C (-3.172, -0.501, 0.957)  0.289
O (-4.183, -1.163, 1.058)  -0.752
O (-1.977, -0.965, 0.621)  0.075
H (-1.899, 2.047, 2.068)  0.288
H (-2.103, 2.373, 0.457)  -0.162
H (-4.083, 1.270, 1.403)  0.265
C (-1.194, -5.175, -2.448)  -0.974
N (-0.841, -3.767, -2.359)  0.422
C (-0.445, -2.955, -3.404)  -1.634
C (-0.281, -1.715, -2.872)  -0.235
N (-0.577, -1.750, -1.528)  1.202
C (-0.912, -2.993, -1.264)  -1.283
H (-2.198, -5.298, -2.850)  0.328
H (-1.153, -5.618, -1.457)  0.330
H (-0.486, -5.689, -3.092)  0.344
H (-0.317, -3.326, -4.408)  0.483
H (0.022, -0.808, -3.371)  0.596
H (-1.233, -3.355, -0.296)  0.754

Calculated values
E_HOMO ... -6.49 eV
Multiplicity ... 1
Net charge ... 0
Frontier orbital gap ... 4.8 eV

[4]
This record from the Open Molecules 2025 dataset describes C3H10N4S in the gas phase at a distorted geometry. The level of theory is ωB97M-V with the def2-TZVPD basis set.

Each line ends with the natural charge from an NBO analysis.
Atoms and positions in Å:
N (1.246, -2.117, -1.217)  -0.692
N (0.357, -1.445, -0.366)  -0.505
C (1.016, -0.832, 0.768)  -0.210
C (0.731, 0.768, 0.894)  -0.411
C (-0.707, 0.931, 1.319)  -0.283
N (-1.507, 1.794, 0.536)  -0.183
N (-1.790, 1.416, -0.622)  -0.363
S (-2.456, 2.468, -1.706)  0.259
H (0.885, -2.957, -1.784)  0.365
H (1.788, -1.496, -1.761)  0.329
H (-0.409, -0.934, -0.835)  0.353
H (1.969, -1.213, 0.723)  0.211
H (0.666, -1.303, 1.697)  0.165
H (0.830, 1.085, -0.166)  0.207
H (1.474, 1.169, 1.493)  0.213
H (-1.159, -0.023, 1.268)  0.205
H (-0.669, 1.252, 2.350)  0.210
H (-2.266, 1.437, -2.592)  0.129

Calculated values
E_HOMO ... -8.18 eV
SMILES ... NNCCC/N=N/S
Multiplicity ... 1
Energy relative to the best compared isomer or geometry (same formula, charge and spin) ... 290.5 kJ/mol
Net charge ... 0
Frontier orbital gap ... 8.7 eV

[5]
This record from the Open Molecules 2025 dataset describes 3 unconnected molecules or ions with the total composition C5H16NO3 at a distorted geometry. The level of theory is ωB97M-V with the def2-TZVPD basis set.

Each line ends with the natural charge from an NBO analysis.
Atoms and positions in Å:
C (0.151, 1.101, -0.312)  -0.216
N (0.596, -0.289, -0.439)  -0.660
C (0.429, -1.020, 0.856)  0.133
O (0.184, -2.259, 0.548)  -0.901
C (1.312, 2.204, -0.049)  -0.388
C (0.921, 3.258, 0.873)  -0.416
C (-0.531, 3.737, 0.567)  -0.619
H (-0.209, 1.448, -1.229)  0.174
H (-0.632, 1.147, 0.260)  0.160
H (0.177, -0.767, -1.107)  0.362
H (1.444, -1.152, 1.302)  0.092
H (-0.093, -0.474, 1.687)  0.078
H (1.662, 2.567, -1.008)  0.184
H (2.293, 1.667, 0.378)  0.200
H (0.942, 2.885, 1.885)  0.197
H (1.673, 4.013, 0.838)  0.194
H (-0.661, 3.843, -0.555)  0.194
H (-0.789, 4.702, 0.725)  0.197
H (-1.423, 3.121, 0.980)  0.212
H (-3.060, -2.258, 0.277)  0.447
H (-1.282, -2.364, 0.197)  0.508
O (-2.334, -2.575, -0.087)  -1.100
H (-0.859, -3.305, -1.418)  0.472
H (0.460, -2.963, -1.084)  0.495
O (-0.039, -3.386, -1.794)  -0.996

Calculated values
E_HOMO ... -3.82 eV
Multiplicity ... 1
Energy relative to the best compared isomer or geometry (same formula, charge and spin) ... 297.9 kJ/mol
Net charge ... -1
Frontier orbital gap ... 7.1 eV

[6]
This record from the Open Molecules 2025 dataset describes a molecular structure, C9H11EuN3S2 at a distorted geometry. The level of theory is ωB97M-V with the def2-TZVPD basis set.

Each line ends with the Mulliken spin population.
Atoms and positions in Å:
C (3.422, -0.763, 0.668)  0.000
C (3.509, -0.357, -0.841)  0.000
S (2.074, 0.563, -1.499)  0.004
C (1.018, 1.204, -0.152)  -0.004
C (-0.405, 0.532, -0.109)  -0.003
C (-0.495, -0.980, -0.077)  0.000
C (-1.869, -1.649, -0.016)  0.085
N (-2.236, -2.964, 0.013)  0.026
S (-3.884, -2.970, 0.115)  -0.016
N (-4.314, -1.368, 0.084)  0.147
C (-3.097, -0.758, 0.013)  -0.005
C (-2.995, 0.705, -0.047)  0.266
C (-1.646, 1.354, -0.110)  0.181
N (-1.640, 2.763, -0.180)  0.301
H (2.414, -1.181, 0.900)  0.000
H (4.230, -1.500, 0.860)  0.000
H (3.550, 0.120, 1.336)  0.000
H (3.558, -1.302, -1.437)  0.000
H (4.412, 0.277, -0.990)  0.000
H (1.448, 1.057, 0.867)  0.000
H (0.935, 2.312, -0.259)  0.001
H (0.421, -1.598, -0.118)  0.001
H (-3.888, 1.360, -0.031)  -0.007
H (-0.835, 3.018, -0.755)  -0.002
H (-2.456, 3.037, -0.731)  0.000
Eu (-1.230, -0.912, 2.498)  5.025

Calculated values
E_HOMO (spin up / spin down) ... -17.74 / -17.73 eV
Multiplicity ... 7
Energy relative to the best compared isomer or geometry (same formula, charge and spin) ... 215.1 kJ/mol
Net charge ... +3
Frontier orbital gap (spin up / spin down) ... 4.6 / 2.7 eV